[1]
Entry from the OMol25 dataset: a 2-piece molecular cluster, C3H8NS overall in a non-equilibrium geometry (ωB97M-V with the def2-TZVPD basis set).

The geometry in XYZ format:
```
13
Properties=species:S:1:pos:R:3:forces:R:3:mulliken_charge:R:1
C -3.088553 0.867545 -1.633197 -0.28 0.48 -2.30 -0.180
C 1.534527 -0.709633 0.272820 1.39 0.55 1.43 0.308
C 1.600099 -0.527527 1.741663 0.20 0.55 1.11 -0.941
N 0.826643 0.081278 -0.448075 2.08 -4.41 -3.78 -0.159
S -2.010778 1.102262 -0.492241 -0.40 0.39 0.91 -0.257
H -4.045765 1.468410 -1.734375 1.06 -1.07 0.41 0.264
H -2.756236 0.270675 -2.531189 -0.93 0.44 0.96 0.215
H 2.250213 -1.519477 -0.056729 -1.38 0.97 -0.65 0.346
H 0.925200 0.267090 2.179885 0.50 -1.10 -0.67 0.315
H 2.635482 -0.279902 2.128298 -0.86 -0.35 -0.83 0.330
H 1.410367 -1.542905 2.149040 -0.15 0.58 0.11 0.311
H 0.172217 0.685077 -0.134809 -2.33 2.62 2.05 0.151
H 0.546583 -0.162892 -1.441090 1.10 0.35 1.25 0.298
```
Forces are in eV/Å.

Summary:
HOMO (eV): -12.88
ΔE to the lowest compared entry with this formula, charge and spin (eV): 1.344
Frontier orbital gap (hartree): 0.2946
Charge: +1
E (a.u.): -571.72082
Molar mass (g/mol): 90.17



[2]
Entry from the OMol25 dataset: an isolated ion of composition C3H8NS2 and charge +1 in a non-equilibrium geometry (ωB97M-V with the def2-TZVPD basis set).

The geometry in XYZ format:
```
14
Properties=species:S:1:pos:R:3:forces:R:3:mulliken_charge:R:1
C 0.875575 1.769996 -1.026372 -0.28 -7.59 0.94 -0.680
C 0.555345 0.248296 -0.902041 5.51 8.44 -1.79 0.268
C -0.615727 -0.322769 1.166103 -2.00 -0.72 3.10 -0.427
N -0.633094 -0.179088 -0.238969 1.31 0.90 -1.53 -0.147
S 1.490095 -1.172282 -1.394212 -1.02 -1.05 0.45 -0.254
S -2.184198 -1.354989 1.515408 1.18 0.54 0.10 -0.181
H 1.846511 2.226520 -1.295200 -0.75 -0.90 -0.33 0.315
H 0.248638 2.347999 -0.420487 -1.18 1.03 0.44 0.271
H -0.723604 0.618672 1.728620 0.34 -0.23 -0.73 0.367
H 0.265477 -0.853559 1.442522 0.56 -0.38 0.32 0.390
H -1.321890 0.453423 -0.542827 -1.81 0.75 -0.58 0.338
H -0.707318 -1.055662 -0.686575 -1.59 -1.95 -0.42 0.321
H 2.637195 -0.939554 -2.051114 -0.19 1.19 0.10 0.218
H -1.733004 -1.787003 2.705144 -0.09 -0.02 -0.09 0.202
```
Forces are in eV/Å.

Summary:
SMILES: C=C(S)[NH2+]CS
HOMO (eV): -13.24
ΔE to the lowest compared entry with this formula, charge and spin (eV): 3.246
Frontier orbital gap (hartree): 0.3245
Charge: +1
E (a.u.): -969.85299
Molar mass (g/mol): 122.24



[3]
Entry from the OMol25 dataset: an isolated ion of composition C3H8NS2 and charge +1 in a non-equilibrium geometry (ωB97M-V with the def2-TZVPD basis set).

The geometry in XYZ format:
```
14
Properties=species:S:1:pos:R:3:forces:R:3:mulliken_charge:R:1
C -1.482746 1.323749 -0.127298 -4.27 7.67 1.22 -1.144
C -1.037171 0.077620 -0.195802 2.76 -8.35 -0.98 0.517
C 1.143332 -0.236622 0.546452 3.52 -0.59 0.59 -0.467
N 0.372456 -0.072729 -0.688088 -3.09 -3.72 1.10 -0.236
S -1.821888 -1.471895 0.068670 0.16 2.00 -0.54 -0.092
S 2.867909 -0.409426 -0.073242 0.96 -0.21 0.27 -0.196
H -2.385752 1.548945 0.440214 0.37 -0.12 0.12 0.346
H -1.069780 2.232156 -0.545012 0.29 -0.36 -0.52 0.313
H 1.079004 -1.214438 1.123793 -1.28 1.56 -0.87 0.367
H 1.129018 0.698862 1.117292 -0.66 -0.53 0.11 0.389
H 0.341881 -1.029868 -1.226992 0.86 2.51 0.48 0.412
H 0.579901 0.763557 -1.217803 0.70 -0.01 -0.60 0.360
H -3.069206 -0.971368 -0.119573 0.06 -0.25 0.08 0.233
H 3.353048 -1.238544 0.897388 -0.36 0.39 -0.44 0.199
```
Forces are in eV/Å.

Summary:
<S²>: 2.007
HOMO (alpha / beta) (eV): -10.31 / -13.67
ΔE to the lowest compared entry with this formula, charge and spin (eV): 0.733
Frontier orbital gap (alpha / beta) (hartree): 0.2468 / 0.2379
Charge: +1
E (a.u.): -969.76321
Spin multiplicity: 3
Molar mass (g/mol): 122.24



[4]
Entry from the OMol25 dataset: an isolated ion of composition C3H8NSe and charge +1 in a non-equilibrium geometry (ωB97M-V with the def2-TZVPD basis set).

The geometry in XYZ format:
```
13
Properties=species:S:1:pos:R:3:forces:R:3:mulliken_charge:R:1
C -0.290316 0.408538 0.680516 -1.00 1.53 -1.00 -0.859
C 0.779208 0.792017 -0.270875 1.54 1.75 0.67 -0.713
C -1.397869 -1.486921 -0.395011 2.31 -1.06 2.09 -0.130
N -0.664322 -0.982436 0.547054 -0.26 -0.87 -1.13 0.029
Se 2.402022 -0.188794 0.037915 -0.32 -1.85 1.84 -0.015
H 0.020023 0.629610 1.662182 0.24 -0.21 1.41 0.426
H -1.147828 1.044287 0.474827 -0.33 -0.17 0.07 0.328
H 0.447886 0.771872 -1.274621 -0.24 -0.27 -1.12 0.442
H 1.183699 1.813426 -0.058499 -1.24 -0.54 -0.14 0.382
H -1.501166 -2.540516 -0.457782 0.06 -1.07 0.64 0.284
H -1.774137 -1.091317 -1.283089 -0.83 2.17 -0.72 0.326
H -0.067877 -1.566704 1.167788 -1.23 -0.25 -0.54 0.359
H 2.935648 0.369436 -1.094474 1.29 0.84 -2.06 0.144
```
Forces are in eV/Å.

Summary:
SMILES: C=[NH+]CC[SeH]
HOMO (eV): -12.73
ΔE to the lowest compared entry with this formula, charge and spin (eV): 0.802
Frontier orbital gap (hartree): 0.2554
Charge: +1
E (a.u.): -2574.96624
Molar mass (g/mol): 137.06